A molecular structure, C18H20IrN7O7S at a distorted geometry. Source: OMol25; level of theory: wB97M-V/def2-TZVPD.

Each line ends with the Mulliken charge.
CARTESIAN COORDINATES (ANGSTROEM)
Ir (-0.22, -0.51, -0.13)  1.667
C (-1.05, 3.64, 3.22)  -1.236
C (0.04, 2.64, 3.17)  1.003
N (0.99, 2.47, 4.03)  -0.844
N (1.67, 1.37, 3.57)  0.198
C (1.17, 0.86, 2.45)  0.376
S (1.70, -0.49, 1.58)  -0.458
N (0.14, 1.69, 2.17)  0.245
N (-0.74, 1.43, 1.13)  -0.772
H (-0.86, 4.33, 4.03)  0.364
H (-2.00, 3.12, 3.39)  0.280
H (-1.12, 4.19, 2.28)  0.335
H (2.43, 0.99, 4.10)  0.170
H (-1.62, 1.08, 1.53)  0.379
H (-0.89, 2.24, 0.54)  0.376
O (-3.09, 0.49, -5.58)  -0.562
C (-2.60, 0.20, -4.53)  0.379
C (-1.45, -0.79, -4.31)  -0.031
O (-0.89, -1.45, -5.15)  -0.632
C (-1.18, -0.72, -2.87)  1.307
C (-2.00, 0.17, -2.25)  0.334
O (-1.85, 0.41, -0.96)  -0.876
C (-2.95, 0.78, -3.16)  -0.009
O (-3.81, 1.60, -2.92)  -0.650
O (-0.26, -1.34, -2.20)  -0.863
C (-2.56, -1.60, 4.97)  -1.077
N (-2.12, -2.01, 3.64)  0.094
C (-1.88, -3.33, 3.36)  0.040
C (-1.34, -3.75, 2.22)  -1.127
C (-0.95, -2.73, 1.27)  0.845
O (-0.31, -2.91, 0.24)  -0.624
N (-1.29, -1.42, 1.53)  -0.250
C (-1.87, -1.02, 2.69)  0.513
O (-2.16, 0.15, 2.94)  -0.836
H (-3.24, -2.35, 5.37)  0.385
H (-3.06, -0.65, 4.89)  0.320
H (-1.71, -1.50, 5.64)  0.305
H (-2.17, -4.02, 4.15)  0.340
H (-1.17, -4.79, 2.00)  0.448
C (4.04, -0.61, -2.44)  -1.707
C (2.96, 0.28, -3.07)  2.182
C (2.27, -0.44, -4.24)  -1.615
C (3.56, 1.62, -3.53)  -1.730
C (1.94, 0.52, -2.04)  0.091
N (1.14, 0.67, -1.23)  -0.677
H (4.81, -0.81, -3.18)  0.427
H (3.61, -1.56, -2.12)  0.370
H (4.49, -0.13, -1.57)  0.413
H (3.03, -0.70, -4.98)  0.482
H (1.53, 0.20, -4.72)  0.355
H (1.76, -1.34, -3.91)  0.341
H (4.27, 1.41, -4.33)  0.407
H (4.07, 2.13, -2.72)  0.405
H (2.78, 2.28, -3.93)  0.400

Its net charge is 0. The max |F| comes out at 5.50 eV/A. Its energy relative to the best compared isomer or geometry (same formula, charge and spin) is 3.102 eV. For the LUMO energy (spin up / spin down), the calculation gives -0.62 / -0.78 eV.

A gas-phase ion, C3H2NO2S (charge -1) at a distorted geometry. Source: OMol25; level of theory: wB97M-V/def2-TZVPD.

Each line ends with the Mulliken charge.
CARTESIAN COORDINATES (ANGSTROEM)
C (0.14, -1.66, -0.39)  -0.455
C (-1.20, -0.02, -0.03)  -0.154
C (1.12, 0.46, -0.07)  0.600
N (-0.22, 0.89, 0.02)  -0.003
O (2.04, 1.26, -0.03)  -0.668
O (1.27, -0.82, -0.17)  -0.174
S (-2.80, 0.24, 0.01)  -0.460
H (0.00, -2.25, 0.54)  0.111
H (-0.36, 1.89, 0.13)  0.203

Its net charge is -1. The max |F| comes out at 3.74 eV/A. Its energy relative to the best compared isomer or geometry (same formula, charge and spin) is 2.934 eV. For the LUMO energy, the calculation gives 3.64 eV.

A molecular structure, C20H62N3O10 at a distorted geometry. Source: OMol25; level of theory: wB97M-V/def2-TZVPD.

Each line ends with the Mulliken charge.
CARTESIAN COORDINATES (ANGSTROEM)
C (-0.45, 0.13, -0.10)  -0.715
C (0.84, -0.47, 0.66)  -0.450
O (1.53, -1.55, 0.04)  -0.845
H (-1.28, -0.49, 0.25)  -1.108
H (-0.42, -0.07, -1.17)  1.107
H (-0.60, 1.19, 0.08)  1.238
H (0.55, -0.68, 1.68)  -0.121
H (1.57, 0.32, 0.78)  0.441
C (-2.93, -0.10, -1.02)  -0.946
C (-3.03, 0.84, -2.15)  -0.066
O (-4.17, 0.65, -2.99)  -0.570
H (-2.43, 0.18, -0.09)  0.766
H (-2.45, -1.00, -1.39)  0.087
H (-3.96, -0.42, -0.82)  0.476
H (-2.16, 0.86, -2.81)  -0.583
H (-3.11, 1.85, -1.74)  0.184
H (-3.96, 0.96, -3.87)  0.357
C (1.09, -0.13, 3.78)  -0.640
C (2.17, 0.91, 3.23)  -0.181
O (2.32, 2.01, 4.13)  -0.720
H (1.14, -0.43, 4.82)  0.402
H (1.06, -1.02, 3.14)  0.096
H (0.17, 0.39, 3.52)  0.325
H (1.87, 1.35, 2.28)  -0.357
H (3.15, 0.48, 3.00)  0.595
H (3.23, 2.30, 4.27)  0.449
C (-0.51, 2.56, 1.75)  -0.800
C (0.34, 3.26, 2.83)  0.228
O (0.35, 2.44, 3.95)  -0.719
H (-0.82, 3.20, 0.91)  0.644
H (-1.43, 2.31, 2.29)  0.360
H (-0.01, 1.65, 1.43)  -0.151
H (-0.16, 4.20, 3.09)  0.564
H (1.32, 3.55, 2.44)  -0.127
H (1.20, 1.99, 3.93)  0.837
C (1.96, 2.50, 0.08)  0.117
C (3.41, 2.97, 0.20)  -0.310
C (3.71, 3.44, 1.67)  -0.571
O (2.75, 4.44, 2.00)  -0.488
C (2.82, 4.87, 3.35)  -0.842
N (4.29, 1.92, -0.13)  -0.603
H (1.89, 1.74, 0.86)  -1.071
H (1.85, 2.04, -0.91)  0.080
H (1.08, 3.14, 0.12)  0.547
H (3.50, 3.79, -0.51)  0.569
H (4.74, 3.81, 1.68)  0.614
H (3.66, 2.54, 2.28)  0.070
H (2.47, 4.09, 4.02)  0.258
H (2.18, 5.75, 3.45)  0.276
H (3.83, 5.13, 3.66)  0.364
H (5.17, 2.41, -0.22)  0.291
H (3.95, 1.73, -1.06)  0.255
C (-6.19, -2.60, -0.73)  -1.418
C (-4.78, -3.13, -0.90)  0.404
C (-3.85, -2.69, 0.25)  -0.405
O (-2.57, -3.29, 0.05)  -0.359
C (-1.58, -2.79, 1.00)  -0.155
N (-4.84, -4.57, -1.00)  -0.821
H (-6.20, -1.56, -0.41)  0.370
H (-6.67, -3.16, 0.08)  0.384
H (-6.78, -2.70, -1.65)  0.314
H (-4.40, -2.75, -1.85)  0.275
H (-4.24, -2.91, 1.25)  0.372
H (-3.71, -1.61, 0.24)  0.076
H (-1.94, -2.86, 2.03)  0.370
H (-1.45, -1.76, 0.68)  -0.483
H (-0.64, -3.33, 0.86)  0.382
H (-3.89, -4.90, -0.92)  0.364
H (-5.30, -4.76, -0.12)  0.328
C (0.07, 1.17, -2.84)  -1.382
C (0.72, -0.18, -2.89)  1.402
C (1.17, -0.81, -4.28)  -1.298
O (1.70, -2.07, -3.99)  -0.126
C (1.69, -3.02, -5.07)  -0.903
N (1.80, -0.11, -1.90)  0.084
H (-0.15, 1.45, -1.81)  0.245
H (-0.89, 1.11, -3.35)  0.542
H (0.72, 1.96, -3.21)  0.383
H (-0.02, -0.82, -2.42)  0.177
H (1.96, -0.20, -4.71)  0.330
H (0.30, -0.84, -4.94)  0.396
H (0.83, -3.01, -5.75)  0.376
H (1.60, -4.02, -4.64)  0.251
H (2.60, -2.95, -5.67)  0.275
H (1.38, 0.23, -1.04)  -1.136
H (2.42, 0.64, -2.17)  0.486
O (0.38, -2.38, -1.66)  -0.581
H (-0.50, -2.73, -1.79)  0.188
H (0.36, -1.98, -0.79)  -0.466
O (1.06, -2.90, 1.70)  -0.695
H (1.48, -2.54, 2.49)  0.341
H (0.95, -2.15, 1.12)  0.831
O (1.55, -3.82, -0.26)  -0.575
H (1.24, -3.47, 0.57)  0.013
H (1.37, -4.75, -0.22)  0.228

Its net charge is -1. The max |F| comes out at 8.07 eV/A. For the LUMO energy, the calculation gives 2.35 eV.

A molecular structure, C27H58HgNP3 at a distorted geometry. Source: OMol25; level of theory: wB97M-V/def2-TZVPD.

Each line ends with the Mulliken charge.
CARTESIAN COORDINATES (ANGSTROEM)
P (1.77, -2.55, -1.00)  2.179
P (0.86, 1.34, -0.02)  2.410
C (1.35, -0.94, -1.73)  0.268
C (1.98, 0.29, -1.05)  -1.630
H (0.24, -0.88, -1.76)  -0.474
H (1.69, -0.97, -2.77)  0.215
H (2.92, 0.08, -0.49)  0.293
H (2.25, 0.99, -1.88)  0.500
C (-0.59, 1.56, -1.11)  -1.679
H (-1.07, 2.52, -0.82)  0.560
H (-1.31, 0.73, -1.04)  0.160
H (-0.23, 1.64, -2.15)  0.254
C (1.71, 2.94, -0.33)  -1.581
H (1.35, 3.28, -1.31)  0.500
H (2.81, 2.79, -0.40)  0.372
H (1.49, 3.72, 0.41)  0.377
C (0.73, -3.67, -1.93)  -1.757
H (0.89, -4.67, -1.51)  0.556
H (1.03, -3.65, -2.99)  0.382
H (-0.33, -3.40, -1.85)  0.357
C (3.55, -2.80, -0.97)  -1.789
H (4.07, -1.92, -1.38)  0.399
H (3.79, -3.68, -1.57)  0.510
H (3.90, -2.96, 0.06)  0.470
Hg (-1.91, -0.70, -3.99)  -0.199
C (-0.91, 0.88, -5.22)  -0.421
C (-2.23, 0.69, -5.72)  -0.634
C (-2.45, -0.03, -7.05)  -0.791
C (-2.39, -1.58, -7.00)  -0.861
C (-1.92, -2.15, -5.66)  -0.776
C (-0.55, -1.97, -5.26)  0.125
C (0.42, -1.17, -6.12)  -0.840
C (0.27, 0.38, -6.03)  -1.239
C (1.27, -2.48, 0.71)  -0.713
H (-0.70, 1.76, -4.60)  0.705
H (-3.00, 1.45, -5.49)  0.378
H (-1.72, 0.32, -7.81)  0.215
H (-3.44, 0.26, -7.45)  0.419
H (-3.41, -1.96, -7.19)  0.353
H (-1.75, -1.92, -7.84)  0.314
H (-2.50, -3.01, -5.32)  0.515
H (-0.09, -2.75, -4.65)  -0.063
H (0.39, -1.47, -7.19)  0.337
H (1.44, -1.42, -5.75)  0.463
H (1.19, 0.77, -5.57)  0.405
H (0.23, 0.78, -7.06)  0.425
H (1.04, -1.44, 0.98)  -0.659
H (2.10, -2.86, 1.34)  0.273
H (0.39, -3.13, 0.82)  0.494
C (-2.84, -0.31, 3.19)  -2.084
C (-2.00, 0.99, 3.13)  2.186
C (-2.43, 1.74, 1.87)  -1.971
C (-2.38, 1.81, 4.38)  -1.973
P (-0.12, 0.69, 2.99)  0.210
N (0.43, 0.76, 1.41)  -0.356
C (0.85, 2.16, 3.62)  1.981
C (0.76, 2.41, 5.13)  -2.017
C (2.33, 1.97, 3.24)  -1.381
C (0.29, 3.38, 2.87)  -1.572
C (0.20, -0.81, 4.19)  2.493
C (-0.44, -0.64, 5.59)  -1.878
C (-0.36, -2.11, 3.61)  -1.594
C (1.71, -0.99, 4.40)  -2.014
H (-3.90, -0.04, 3.06)  0.585
H (-2.79, -0.83, 4.15)  0.341
H (-2.59, -1.01, 2.38)  0.445
H (-3.53, 1.73, 1.81)  0.535
H (-2.11, 2.79, 1.88)  0.299
H (-2.06, 1.26, 0.96)  0.407
H (-2.09, 1.33, 5.32)  0.259
H (-2.00, 2.83, 4.37)  0.367
H (-3.48, 1.88, 4.41)  0.519
H (1.26, 1.64, 5.73)  0.325
H (1.28, 3.35, 5.33)  0.552
H (-0.27, 2.53, 5.50)  0.276
H (2.48, 1.59, 2.23)  0.090
H (2.82, 2.95, 3.29)  0.484
H (2.85, 1.28, 3.92)  0.334
H (0.23, 3.21, 1.79)  -0.026
H (-0.70, 3.70, 3.23)  0.248
H (1.00, 4.21, 3.01)  0.603
H (-1.54, -0.68, 5.58)  0.259
H (-0.12, -1.49, 6.21)  0.529
H (-0.13, 0.26, 6.13)  0.307
H (-0.17, -2.20, 2.54)  0.022
H (0.11, -2.96, 4.11)  0.565
H (-1.44, -2.22, 3.76)  0.334
H (2.26, -1.04, 3.45)  0.286
H (2.16, -0.21, 5.03)  0.321
H (1.88, -1.94, 4.92)  0.627

Its net charge is 0. The max |F| comes out at 3.51 eV/A. For the LUMO energy (spin up / spin down), the calculation gives -0.28 / -0.30 eV.

C4H11P3 in the gas phase at a distorted geometry. Source: OMol25; level of theory: wB97M-V/def2-TZVPD.

Each line ends with the Mulliken charge.
CARTESIAN COORDINATES (ANGSTROEM)
C (0.39, -1.00, -0.40)  0.360
C (0.76, -1.41, 0.98)  -1.061
C (1.58, 1.20, -0.26)  -1.357
C (0.22, 0.61, -0.60)  -0.341
P (-0.08, -1.96, -1.70)  -0.088
P (-2.54, -0.09, 0.34)  -0.164
P (-1.06, 1.46, 0.38)  -0.048
H (1.55, -2.21, 1.11)  0.345
H (-0.18, -1.85, 1.48)  0.281
H (1.07, -0.55, 1.63)  0.221
H (1.76, 2.07, -0.80)  0.413
H (2.41, 0.45, -0.51)  0.305
H (1.73, 1.29, 0.85)  0.354
H (0.07, 0.71, -1.64)  0.644
H (-0.55, -0.90, -2.56)  -0.026
H (-3.52, 0.83, 0.90)  0.076
H (-3.21, 0.38, -0.76)  0.057
H (-0.39, 0.96, 1.57)  0.029

Its net charge is 0. The max |F| comes out at 3.59 eV/A. As for the structure (SMILES): [H]/P=C(/C)[C@H](C)[PH]#[PH2]. Its energy relative to the best compared isomer or geometry (same formula, charge and spin) is 0.872 eV. For the LUMO energy, the calculation gives 0.27 eV.

A molecular structure, C56H37BrF4HfN4P3S5. Source: OMol25; level of theory: wB97M-V/def2-TZVPD.

Each line ends with the Mulliken charge.
CARTESIAN COORDINATES (ANGSTROEM)
Hf (0.22, -0.20, -0.51)  0.124
S (2.18, -1.16, -2.04)  -0.439
P (3.28, -0.14, -0.70)  1.753
C (2.14, 0.79, 0.12)  -0.164
P (1.91, 1.03, 1.77)  1.646
S (0.26, -0.03, 2.25)  -0.590
C (1.61, 2.78, 2.14)  0.694
C (1.72, 3.73, 1.12)  0.169
C (1.45, 5.06, 1.39)  -1.051
C (1.07, 5.46, 2.66)  -0.533
C (0.96, 4.52, 3.68)  -0.724
C (1.23, 3.18, 3.42)  -0.811
C (3.33, 0.67, 2.85)  0.489
C (3.35, -0.43, 3.69)  -0.447
C (4.45, -0.67, 4.50)  -0.694
C (5.53, 0.20, 4.48)  -0.533
C (5.52, 1.30, 3.63)  -0.672
C (4.42, 1.54, 2.82)  -0.360
C (4.22, -1.31, 0.34)  0.200
C (3.62, -2.52, 0.70)  -0.341
C (4.28, -3.42, 1.51)  -0.730
C (5.56, -3.14, 1.96)  -0.535
C (6.17, -1.94, 1.61)  -0.706
C (5.51, -1.03, 0.80)  -0.261
C (4.59, 0.83, -1.49)  -0.180
C (5.53, 0.21, -2.31)  -0.259
C (6.52, 0.95, -2.93)  -0.685
C (6.58, 2.33, -2.73)  -0.415
C (5.65, 2.95, -1.92)  -0.704
C (4.65, 2.20, -1.30)  -0.065
H (1.95, 3.40, 0.12)  0.235
H (1.51, 5.79, 0.59)  0.449
H (0.84, 6.50, 2.86)  0.374
H (0.65, 4.82, 4.67)  0.414
H (1.12, 2.45, 4.20)  0.413
H (2.50, -1.10, 3.70)  0.400
H (4.46, -1.54, 5.15)  0.423
H (6.39, 0.02, 5.11)  0.391
H (6.36, 1.98, 3.61)  0.422
H (4.41, 2.41, 2.17)  0.292
H (2.62, -2.75, 0.33)  0.194
H (3.80, -4.35, 1.78)  0.443
H (6.09, -3.84, 2.60)  0.380
H (7.17, -1.71, 1.97)  0.429
H (5.99, -0.10, 0.53)  0.393
H (5.48, -0.86, -2.48)  0.417
H (7.24, 0.46, -3.57)  0.395
H (7.36, 2.91, -3.21)  0.369
H (5.69, 4.02, -1.77)  0.430
H (3.91, 2.68, -0.68)  0.279
S (-0.12, -2.61, 0.31)  -0.261
C (-1.09, -3.44, -0.88)  0.213
C (-1.48, -4.75, -0.62)  -1.243
C (-2.38, -5.43, -1.43)  0.728
C (-2.78, -6.75, -1.08)  -0.217
N (-3.11, -7.82, -0.79)  -0.616
C (-2.90, -4.78, -2.56)  0.426
C (-2.49, -3.48, -2.85)  -0.938
C (-1.58, -2.80, -2.04)  0.675
S (-1.10, -1.19, -2.50)  -0.117
C (-3.85, -5.43, -3.41)  -0.202
N (-4.63, -5.93, -4.09)  -0.604
H (-1.10, -5.24, 0.27)  0.503
H (-2.89, -2.99, -3.73)  0.559
F (-5.55, 3.94, 4.00)  -0.312
C (-4.94, 3.06, 3.21)  0.535
C (-5.51, 1.82, 3.00)  0.264
F (-6.66, 1.50, 3.58)  -0.313
C (-4.86, 0.91, 2.18)  0.135
F (-5.48, -0.26, 2.01)  -0.418
C (-3.64, 1.18, 1.55)  -0.496
P (-2.84, -0.11, 0.48)  0.937
C (-4.12, -0.16, -0.83)  1.213
C (-3.95, 0.78, -1.83)  -0.421
C (-4.85, 0.87, -2.88)  -0.498
C (-5.93, -0.01, -2.95)  -0.793
C (-6.11, -0.95, -1.95)  -0.837
C (-5.22, -1.03, -0.89)  -0.475
C (-3.06, -1.57, 1.55)  1.537
C (-2.73, -1.45, 2.89)  -0.985
C (-2.79, -2.55, 3.74)  -0.887
C (-3.19, -3.79, 3.25)  -0.890
C (-3.51, -3.92, 1.91)  -0.946
C (-3.44, -2.82, 1.06)  -0.754
C (-3.11, 2.46, 1.76)  0.297
Br (-1.54, 3.05, 0.92)  0.175
C (-3.75, 3.37, 2.58)  0.120
F (-3.24, 4.59, 2.80)  -0.342
H (-3.10, 1.45, -1.81)  0.257
H (-4.70, 1.61, -3.66)  0.292
H (-6.62, 0.05, -3.78)  0.398
H (-6.94, -1.64, -2.00)  0.435
H (-5.40, -1.74, -0.11)  0.384
H (-2.40, -0.50, 3.29)  0.470
H (-2.51, -2.44, 4.78)  0.440
H (-3.24, -4.64, 3.90)  0.398
H (-3.81, -4.88, 1.51)  0.496
H (-3.65, -2.96, 0.01)  0.609
C (-0.86, 0.86, -6.78)  -1.224
C (-1.27, 1.61, -5.55)  0.820
C (-2.39, 2.44, -5.52)  -0.391
C (-2.68, 3.04, -4.31)  -0.649
N (-1.96, 2.85, -3.22)  -0.378
C (-0.88, 2.06, -3.34)  -0.010
S (0.22, 1.91, -1.98)  -0.264
N (-0.52, 1.44, -4.47)  -0.310
H (-1.44, 1.16, -7.65)  0.365
H (-1.00, -0.21, -6.61)  0.236
H (0.20, 1.02, -6.97)  0.306
H (-3.00, 2.61, -6.40)  0.358
H (-3.54, 3.70, -4.21)  0.496

Its net charge is -1. The max |F| comes out at 0.51 eV/A. Its energy relative to the best compared isomer or geometry (same formula, charge and spin) is 0.050 eV. For the LUMO energy, the calculation gives 2.07 eV.